# 1
Computed, not measured: 2 unconnected molecules or ions with the total composition C15H23FN3O3S2 in a non-equilibrium geometry, with ωB97M-V/def2-TZVPD.

Computed properties:
* HOMO: -11.46 eV
* molecular weight: 376.50 u
* gap between HOMO and LUMO: 7.28 eV
* E_tot: -1871.18673 Eh
* lowest unoccupied orbital energy: -4.2 eV

Geometry as ORCA input:
```
! RIJCOSX wB97M-V def2-TZVPD def2/J DEFGRID3
* xyz 1 1
C 2.20885 0.85435 -0.12311
S 0.49763 0.94221 -0.88624
O -0.12892 2.18995 -0.29698
O 0.54254 1.17896 -2.37583
C -0.58526 -0.48506 -0.42330
C -1.74349 -0.93208 -1.47211
C -2.13903 -2.33153 -0.76839
C -3.53482 -2.07743 -0.03112
C -4.71691 -1.61164 -0.98243
F -4.58706 -2.11578 -2.30349
N -2.03469 -3.40076 -1.78545
C -2.60324 -4.48049 -1.41749
S -3.20913 -5.82944 -0.68311
N -1.21719 -2.62965 0.41161
C 0.03104 -1.76956 0.28964
C 1.18705 -2.60870 -0.42361
C 1.26517 -2.44253 -1.99695
O 2.13330 -1.34043 -2.39443
H 2.09127 1.32294 0.90837
H 2.51717 -0.22845 -0.06122
H 2.92197 1.51223 -0.69744
H -1.23184 -0.01407 0.39743
H -2.51034 -0.10746 -1.45130
H -1.40050 -0.96138 -2.54487
H -3.39570 -1.24582 0.74149
H -3.76916 -3.03178 0.55524
H -4.70532 -0.47433 -1.02008
H -5.70325 -1.94708 -0.55442
H -1.59672 -2.27869 1.31338
H -1.03698 -3.61931 0.63893
H 0.51500 -1.43170 1.26278
H 0.95339 -3.71156 -0.22807
H 2.20063 -2.38147 0.02158
H 0.26588 -2.40386 -2.52371
H 1.78428 -3.38147 -2.39421
H 1.64441 -0.92003 -3.13298
N 3.10227 3.42447 2.06889
C 2.14759 4.04291 1.35811
C 1.71872 5.33649 1.60409
C 2.30629 6.03411 2.64863
C 3.29514 5.41687 3.40128
C 3.65582 4.12090 3.07233
H 1.72019 3.45397 0.55669
H 0.94530 5.78628 0.99510
H 1.99744 7.04838 2.87406
H 3.77502 5.93096 4.22390
H 4.42616 3.59755 3.62880
*
```

These are the Löwdin partial charges, in e, on atoms 1 to 5: atom 1 (C): -0.1071, atom 2 (S): 0.7567, atom 3 (O): -0.3800, atom 4 (O): -0.3526, atom 5 (C): -0.2642

***

# 2
Computed, not measured: a molecular structure, C38H42BrN6O2RhS in a non-equilibrium geometry, with ωB97M-V/def2-TZVPD.

Computed properties:
* HOMO: -12.24 eV
* molecular weight: 829.67 u
* ΔE to the lowest compared entry with this formula, charge and spin: 217.9 kJ/mol
* gap between HOMO and LUMO: 6.92 eV
* E_tot: -5034.46832 Eh
* lowest unoccupied orbital energy: -5.3 eV

Geometry as ORCA input:
```
! RIJCOSX wB97M-V def2-TZVPD def2/J DEFGRID3
* xyz 2 1
Rh 0.64643 0.33783 -0.50311
C -1.55322 3.27204 3.81296
C -0.50849 3.11516 2.74557
C 0.58713 3.97337 2.65440
C 1.52876 3.81372 1.65187
C 1.33309 2.77071 0.77064
Br 2.46839 2.42166 -0.69447
N 0.32288 1.91446 0.85138
C -0.58610 2.09157 1.81578
H -1.64472 4.31169 4.12108
H -1.28940 2.69337 4.70058
H -2.52934 2.93707 3.46324
H 0.69848 4.78124 3.36707
H 2.37613 4.47568 1.54835
H -1.40932 1.38621 1.82469
N -0.66925 -1.13076 0.10127
C -0.94519 -2.06544 -1.01064
C -1.32784 -3.47128 -0.59198
C -2.68923 -3.67444 0.07621
C -2.57802 -3.79070 1.59157
N -2.44746 -2.48754 2.26647
C -1.38096 -2.01858 2.90671
N -0.22132 -2.66953 2.92762
N -1.43976 -0.80532 3.48285
C 0.31761 -2.07017 -1.90200
O 0.77575 -3.08041 -2.36673
O 0.78558 -0.86101 -2.08278
H -0.22784 -1.61229 0.88235
H -1.49982 -0.63002 0.39947
H -1.73872 -1.59798 -1.59867
H -0.53776 -3.88937 0.04295
H -1.27223 -4.05201 -1.51246
H -3.12885 -4.61059 -0.27092
H -3.40099 -2.89222 -0.20742
H -1.70533 -4.39566 1.82760
H -3.43489 -4.30603 2.02422
H -3.27504 -1.91101 2.26765
H -0.12434 -3.58999 2.53750
H 0.59333 -2.27701 3.37700
H -2.32998 -0.36672 3.64816
H -0.66277 -0.48722 4.03876
C 7.00730 -2.46447 0.64057
C 6.41906 -2.73362 -0.58536
C 5.13950 -2.27164 -0.85487
C 4.42164 -1.55430 0.10262
C 5.03303 -1.27459 1.32787
C 6.31388 -1.72718 1.59319
C 3.06737 -1.08763 -0.26338
C 2.05453 -0.68988 0.52583
C 1.90892 -1.03105 1.95753
C 2.17146 -2.35321 2.35546
C 2.06544 -2.74269 3.68001
C 1.65805 -1.82968 4.65019
C 1.37249 -0.52420 4.27346
C 1.49550 -0.13224 2.94371
H 8.01075 -2.81084 0.84907
H 6.95783 -3.29702 -1.33532
H 4.67997 -2.47945 -1.81425
H 4.51804 -0.67739 2.06857
H 6.78109 -1.49522 2.54138
H 2.91549 -1.03236 -1.33737
H 2.49634 -3.06480 1.60689
H 2.31845 -3.75669 3.96267
H 1.59048 -2.12776 5.68830
H 1.10101 0.20635 5.02624
H 1.33632 0.90660 2.68854
N -1.18366 1.19779 -1.53403
S -1.27991 1.18360 -3.14257
C -0.83555 2.79806 -3.77134
C -1.02260 3.05158 -5.12556
C -0.66111 4.28705 -5.63264
C -0.11430 5.25440 -4.79600
C 0.07672 4.98517 -3.45100
C -0.28234 3.74683 -2.93089
C -3.00462 1.16240 -3.58001
C -3.84625 2.22762 -3.27808
C -5.19122 2.12672 -3.58506
C -5.68385 0.97489 -4.19320
C -4.83543 -0.07745 -4.49811
C -3.48335 0.01154 -4.18745
H -1.58599 2.05676 -1.16015
H -1.44816 2.29697 -5.77581
H -0.80580 4.49736 -6.68346
H 0.16538 6.21813 -5.19917
H 0.50791 5.73652 -2.80283
H -0.12914 3.52292 -1.88357
H -3.45091 3.13349 -2.83343
H -5.85675 2.95149 -3.36845
H -6.73484 0.90725 -4.44031
H -5.21845 -0.96148 -4.98961
H -2.80508 -0.79713 -4.43359
*
```

These are the Löwdin partial charges, in e, on atoms 1 to 5: atom 1 (Rh): 0.9559, atom 2 (C): -0.0237, atom 3 (C): -0.2327, atom 4 (C): 0.0231, atom 5 (C): -0.0430

***

# 3
Computed, not measured: a single C24H29NO8 molecule in a non-equilibrium geometry, with ωB97M-V/def2-TZVPD.

Computed properties:
* HOMO: -7.57 eV
* molecular weight: 459.49 u
* ΔE to the lowest compared entry with this formula, charge and spin: 1889.8 kJ/mol
* SMILES string: COc1ccc(CCNC(=O)COC(=O)/C=C/c2cc(OC)c(OC)c(OC)c2)cc1OC
* gap between HOMO and LUMO: 7.74 eV
* E_tot: -1587.88092 Eh
* lowest unoccupied orbital energy: 0.2 eV

Geometry as ORCA input:
```
! RIJCOSX wB97M-V def2-TZVPD def2/J DEFGRID3
* xyz 0 1
C 1.51767 1.25144 -2.12145
O 0.83855 1.73683 -1.15220
C -0.50574 1.63106 -1.21660
C -1.29339 0.89350 -2.25012
C -2.70517 0.62783 -2.33982
C -3.50856 1.20778 -1.06475
C -4.96503 1.17335 -1.20011
C -5.47335 -0.31353 -0.90331
N -4.70267 -0.84230 0.05634
C -4.50836 -2.20013 0.16605
O -4.80417 -2.97860 -0.97223
C -3.82193 -2.65410 1.43470
O -2.36186 -2.11626 1.01461
C -2.02080 -1.04048 1.73622
O -2.95860 -0.52859 2.21380
C -0.66851 -0.51922 1.60995
C 0.13526 -1.43526 1.08676
C 1.61547 -1.04870 0.80609
C 2.00445 0.21856 0.99605
C 3.30728 0.51755 0.64818
O 3.86550 1.90124 0.65623
C 2.96213 2.93227 1.53005
C 4.26316 -0.25851 0.14471
O 5.32245 0.28816 0.10483
C 6.44722 -0.64604 -0.47817
C 3.74590 -1.63092 -0.24547
O 4.74695 -2.61071 -0.62576
C 4.37373 -3.97199 -0.84360
C 2.47392 -1.82479 0.12509
C -2.85790 1.76466 0.10493
C -1.41293 2.03865 -0.20190
O -0.70230 2.60763 0.82495
C -1.28977 2.99448 2.05698
H 2.64171 1.49931 -1.66869
H 1.44781 0.09090 -2.37620
H 1.24214 1.70559 -3.06880
H -0.78526 0.63575 -3.05466
H -3.31950 0.33655 -2.95826
H -5.45518 1.60366 -1.84626
H -5.29560 1.57899 -0.15624
H -6.48369 -0.18174 -0.64991
H -5.21465 -0.87798 -1.96187
H -4.37629 -0.46923 1.02931
H -3.65071 -3.72369 1.29955
H -4.26169 -2.36590 2.37199
H -0.40056 0.17972 2.20146
H 0.09808 -2.28827 0.45748
H 1.39958 1.21853 1.42602
H 2.06087 3.02717 0.64127
H 3.42347 3.96285 1.29803
H 2.73217 2.67340 2.46124
H 6.34636 -1.19426 -1.46492
H 6.62267 -1.33114 0.15242
H 7.56046 0.00228 -0.55351
H 3.95806 -4.21455 -0.05323
H 3.29593 -3.81223 -1.56132
H 5.13861 -4.29554 -1.32909
H 2.12321 -2.88678 -0.07645
H -3.31137 2.34640 0.81802
H -0.61286 3.58992 2.76623
H -2.10299 3.96934 1.72605
H -1.87938 2.05609 2.42930
*
```

These are the Löwdin partial charges, in e, on atoms 1 to 5: atom 1 (C): -0.1838, atom 2 (O): -0.0986, atom 3 (C): -0.1597, atom 4 (C): 0.0272, atom 5 (C): 0.0966

***

Which value of lowest unoccupied orbital energy does entry 1 give?
-4.2 eV